Run a
7 unconnected molecules or ions with the total composition C20H44NO14P. Source: the OMol25 dataset; level of theory: ωB97M-V with the def2-TZVPD basis set.

Summary:
E_LUMO (eV): 4.00
Frontier orbital gap (eV): 2.88
Net charge: -2

CARTESIAN COORDINATES (ANGSTROEM)
N: 0.015 0.248 -0.720
H: -0.846 0.840 -0.605
H: -0.289 -0.499 -0.388
H: 0.671 0.777 -0.368
H: -0.054 -0.208 -1.670
P: -2.071 -1.458 -2.434
O: -1.347 -0.601 -3.338
O: -0.913 -2.329 -1.741
O: -3.178 -2.124 -3.217
O: -2.564 -0.435 -1.527
O: -3.586 -1.860 3.829
C: -3.060 -2.436 2.797
O: -2.505 -3.641 2.780
C: -2.387 -4.241 4.005
C: -1.826 -5.510 3.858
C: -3.226 -1.738 1.425
H: -3.253 -4.353 4.538
H: -1.672 -3.480 4.526
H: -1.585 -6.050 5.028
H: -0.851 -5.653 3.427
H: -2.190 -6.238 3.194
H: -2.285 -1.274 0.930
H: -4.194 -1.187 1.417
H: -3.506 -2.523 0.735
O: 0.717 4.788 -3.502
C: 0.355 3.722 -2.890
O: 0.925 3.295 -1.728
C: 2.129 4.025 -1.207
C: 2.609 3.073 -0.049
C: -0.732 2.885 -3.416
H: 1.937 5.143 -1.033
H: 2.946 4.122 -1.841
H: 1.948 2.629 0.678
H: 3.445 3.423 0.605
H: 2.857 2.079 -0.374
H: -0.455 1.723 -3.415
H: -1.380 3.138 -4.227
H: -1.428 2.946 -2.648
O: -0.767 3.024 0.849
C: -1.585 3.899 0.500
O: -2.894 3.659 0.051
C: -3.402 2.375 -0.033
C: -4.903 2.334 0.096
C: -1.246 5.423 0.398
H: -3.072 1.508 0.706
H: -3.085 1.755 -0.905
H: -5.116 2.759 1.197
H: -5.419 1.397 0.016
H: -5.407 2.882 -0.636
H: -1.730 5.961 -0.282
H: -0.365 5.662 0.402
H: -1.706 5.652 1.267
O: 1.106 -3.470 3.419
C: 0.690 -2.804 2.513
O: 0.744 -1.434 2.399
C: 1.316 -0.681 3.479
C: 1.355 0.732 3.191
C: 0.043 -3.398 1.185
H: 2.372 -1.207 3.459
H: 0.600 -0.986 4.310
H: 1.892 0.974 2.362
H: 1.657 1.493 3.924
H: 0.489 1.027 3.034
H: 0.765 -3.017 0.525
H: -0.995 -3.033 1.152
H: -0.030 -4.543 1.475
O: 2.821 -0.583 -1.533
C: 2.935 -1.345 -2.477
O: 4.160 -1.596 -3.077
C: 5.300 -1.102 -2.407
C: 6.552 -1.309 -3.422
C: 1.759 -1.748 -3.361
H: 5.550 -1.674 -1.527
H: 5.216 -0.151 -2.192
H: 6.569 -0.621 -4.200
H: 6.606 -2.364 -3.726
H: 7.419 -0.959 -2.895
H: 2.192 -2.112 -4.123
H: 1.100 -0.867 -3.637
H: 1.365 -2.555 -2.947

Mulliken population analysis, charges in e, atoms 1 to 2: 0.8351, -0.0972

=====

Run b
A molecular structure, C20H44NO14P. Source: the OMol25 dataset; level of theory: ωB97M-V with the def2-TZVPD basis set.

Summary:
E_LUMO (eV): 3.57
Frontier orbital gap (eV): 2.46
Net charge: -2

CARTESIAN COORDINATES (ANGSTROEM)
N: -71.192 -31.925 47.879
H: -71.918 -32.301 48.491
H: -71.306 -32.160 46.885
H: -70.095 -32.149 48.168
H: -71.248 -30.908 47.784
P: -68.926 -30.470 46.357
O: -68.805 -31.915 46.410
O: -70.360 -30.206 45.772
O: -67.748 -30.042 45.551
O: -68.791 -30.008 47.794
O: -71.638 -34.417 50.583
C: -71.989 -35.360 51.434
O: -71.653 -35.618 52.749
C: -70.603 -34.838 53.433
C: -70.295 -35.509 54.823
C: -73.028 -36.218 51.101
H: -70.832 -33.995 53.556
H: -69.687 -34.621 52.796
H: -71.131 -35.095 55.657
H: -69.262 -34.990 55.022
H: -70.291 -36.671 54.623
H: -72.828 -37.056 51.648
H: -73.013 -36.570 49.927
H: -73.939 -36.011 51.603
O: -66.045 -32.966 50.165
C: -66.962 -33.197 50.883
O: -68.014 -33.882 50.530
C: -68.349 -34.374 49.343
C: -69.825 -34.883 49.206
C: -66.951 -32.973 52.375
H: -67.581 -35.034 48.948
H: -68.306 -33.331 48.682
H: -69.961 -35.000 48.342
H: -70.520 -34.046 49.566
H: -69.988 -35.899 49.713
H: -67.611 -32.317 52.775
H: -66.140 -32.308 52.371
H: -67.079 -33.870 53.016
O: -70.318 -31.172 53.070
C: -70.676 -30.880 51.930
O: -71.725 -31.284 51.347
C: -72.755 -31.930 51.979
C: -73.958 -32.222 51.132
C: -69.670 -30.348 50.969
H: -73.021 -31.237 52.801
H: -72.434 -32.862 52.362
H: -74.809 -32.766 51.687
H: -73.698 -32.553 50.213
H: -74.669 -31.321 50.892
H: -68.991 -29.358 51.320
H: -69.989 -30.057 50.207
H: -68.729 -31.031 50.662
O: -73.533 -30.143 48.145
C: -73.418 -28.906 48.150
O: -74.190 -28.000 49.005
C: -75.082 -28.673 49.906
C: -75.890 -27.579 50.513
C: -72.508 -28.165 47.238
H: -74.673 -29.163 50.770
H: -75.728 -29.446 49.197
H: -75.273 -26.664 50.688
H: -76.311 -27.892 51.473
H: -76.648 -26.991 49.764
H: -72.703 -27.152 47.088
H: -72.714 -28.801 46.280
H: -71.518 -28.426 47.455
O: -69.791 -34.678 45.593
C: -70.294 -33.542 45.385
O: -71.386 -33.085 46.026
C: -72.318 -33.938 46.719
C: -73.603 -33.043 47.022
C: -69.723 -32.593 44.500
H: -71.773 -34.267 47.707
H: -72.706 -34.877 46.151
H: -73.883 -32.647 46.029
H: -73.286 -32.094 47.533
H: -74.138 -33.685 47.673
H: -69.222 -33.025 43.608
H: -69.027 -31.910 44.955
H: -70.629 -32.044 44.061

Mulliken population analysis, charges in e, atoms 1 to 2: 1.3553, -0.3036

=====

Which structure wins on stability? run a wins.

=====

Run a
2 unconnected molecules or ions with the total composition H5NOSi. Source: the OMol25 dataset; level of theory: ωB97M-V with the def2-TZVPD basis set.

Summary:
E_LUMO (eV): -0.47
Frontier orbital gap (eV): 9.33

CARTESIAN COORDINATES (ANGSTROEM)
N: 0.666 0.491 0.691
Si: 0.641 0.837 -0.893
H: 0.359 1.158 1.367
H: 1.108 -0.332 -1.630
H: 0.055 2.006 -1.512
O: -1.187 -1.207 1.055
H: -1.778 -0.467 1.001
H: -0.243 -0.834 1.129

Mulliken population analysis, charges in e, atoms 1 to 2: -0.6045, 0.4296

=====

Run b
2 unconnected molecules or ions with the total composition H5NOSi. Source: the OMol25 dataset; level of theory: ωB97M-V with the def2-TZVPD basis set.

Summary:
E_LUMO (eV): -0.08
Frontier orbital gap (eV): 8.48

CARTESIAN COORDINATES (ANGSTROEM)
N: 0.211 0.443 1.561
O: 0.899 -0.252 -1.709
Si: -0.470 -0.422 -0.857
H: -0.543 0.591 2.237
H: 0.555 1.375 1.438
H: 1.437 0.126 -1.084
H: -0.251 -1.760 -0.315
H: -1.839 -0.101 -1.270

Mulliken population analysis, charges in e, atoms 1 to 2: -0.6878, -0.3726

=====

Which structure wins on stability? run a wins.

=====

Run a
3 unconnected molecules or ions with the total composition C3H12O4. Source: the OMol25 dataset; level of theory: ωB97M-V with the def2-TZVPD basis set.

Summary:
E_LUMO (eV): 0.44
Frontier orbital gap (eV): 10.53

CARTESIAN COORDINATES (ANGSTROEM)
O: -1.805 -0.328 2.609
C: -1.679 0.002 1.244
C: -0.392 -0.785 0.831
C: -0.263 -0.757 -0.679
O: 0.711 -1.102 -1.679
H: -1.730 0.384 3.248
H: -1.622 1.060 1.022
H: -2.556 -0.501 0.785
H: -0.540 -1.857 0.976
H: 0.524 -0.476 1.390
H: -0.545 0.267 -0.963
H: -1.138 -1.372 -0.985
H: 0.681 -2.068 -1.655
O: -1.310 4.754 -1.487
H: -0.943 3.956 -1.893
H: -1.361 4.505 -0.556
O: 4.197 -2.203 -0.442
H: 4.042 -1.583 -1.167
H: 5.155 -2.329 -0.515

Mulliken population analysis, charges in e, atoms 1 to 2: -0.5182, -0.3639

=====

Run b
4 unconnected molecules or ions with the total composition C3H12O4. Source: the OMol25 dataset; level of theory: ωB97M-V with the def2-TZVPD basis set.

Summary:
E_LUMO (eV): 0.54
Frontier orbital gap (eV): 9.26

CARTESIAN COORDINATES (ANGSTROEM)
C: 2.207 -3.099 -0.280
C: 1.727 -1.693 -0.104
C: 1.781 -0.976 1.010
O: 2.014 0.373 1.178
H: 3.288 -3.120 -0.324
H: 1.899 -3.798 0.508
H: 1.819 -3.532 -1.189
H: 1.692 -1.080 -1.008
H: 1.843 -1.465 1.983
H: 1.308 0.910 0.788
O: -3.258 0.522 0.175
H: -2.661 -0.183 -0.114
H: -3.924 -0.028 0.608
O: -2.443 3.742 -0.004
H: -2.974 4.425 0.412
H: -2.979 2.936 -0.015
O: -0.443 1.646 -1.117
H: -1.136 2.291 -0.920
H: 0.239 2.130 -1.588

Mulliken population analysis, charges in e, atoms 1 to 2: -1.0638, -0.0477

=====

Run c
4 unconnected molecules or ions with the total composition C3H12O4. Source: the OMol25 dataset; level of theory: ωB97M-V with the def2-TZVPD basis set.

Summary:
E_LUMO (eV): 0.56
Frontier orbital gap (eV): 10.56

CARTESIAN COORDINATES (ANGSTROEM)
C: 1.518 -0.637 0.985
C: 1.406 0.615 0.553
C: 0.709 1.628 1.392
O: -0.693 1.415 1.199
H: 1.540 -1.468 0.312
H: 1.363 -0.928 2.020
H: 2.002 0.887 -0.316
H: 0.844 1.604 2.469
H: 0.995 2.641 1.101
H: -1.068 2.167 0.758
O: -0.085 0.967 -2.217
H: 0.462 0.180 -2.378
H: 0.191 1.209 -1.328
O: -0.410 -1.963 -2.101
H: -0.880 -2.065 -1.261
H: -1.059 -1.516 -2.661
O: -1.622 -1.655 0.822
H: -1.177 -0.861 1.173
H: -2.508 -1.608 1.191

Mulliken population analysis, charges in e, atoms 1 to 2: -1.1126, -0.0591

=====

Run d
4 unconnected molecules or ions with the total composition C3H12O4. Source: the OMol25 dataset; level of theory: ωB97M-V with the def2-TZVPD basis set.

Summary:
E_LUMO (eV): 0.65
Frontier orbital gap (eV): 10.88

CARTESIAN COORDINATES (ANGSTROEM)
C: -2.962 -2.046 0.953
C: -1.859 -2.110 -0.133
C: -0.973 -0.879 0.042
O: 0.224 -0.890 -0.102
H: -3.878 -1.639 0.527
H: -2.640 -1.419 1.789
H: -3.145 -2.999 1.430
H: -1.249 -2.956 0.194
H: -2.071 -2.091 -1.200
H: -1.492 0.042 0.369
O: 2.466 3.365 -0.316
H: 2.226 2.872 0.464
H: 3.223 3.908 -0.116
O: -0.362 1.428 -2.055
H: 0.151 1.780 -2.801
H: 0.377 1.112 -1.519
O: 2.611 0.026 1.605
H: 1.945 0.499 2.116
H: 2.037 -0.456 1.003

Mulliken population analysis, charges in e, atoms 1 to 2: -1.2211, -0.1357

=====

Which structure wins on stability? run d wins.

=====

Run a
A single C5H4N4 molecule. Source: the OMol25 dataset; level of theory: ωB97M-V with the def2-TZVPD basis set.

Summary:
E_LUMO (eV): -1.67
Frontier orbital gap (eV): 7.12

CARTESIAN COORDINATES (ANGSTROEM)
H: -3.127 0.772 -0.457
N: -2.643 -0.135 -0.298
C: -1.377 0.074 0.071
C: -0.599 1.330 0.108
C: 0.600 0.804 -0.111
N: 1.997 1.205 -0.080
N: 2.720 0.111 0.017
C: 1.954 -1.054 -0.239
C: 0.685 -0.583 0.005
N: -0.585 -0.975 0.267
H: -0.857 2.344 0.454
H: 2.472 -2.045 -0.146
H: -1.241 -1.849 0.409

Mulliken population analysis, charges in e, atoms 1 to 2: 0.2470, -0.7192

=====

Run b
A single C5H4N4 molecule. Source: the OMol25 dataset; level of theory: ωB97M-V with the def2-TZVPD basis set.

Summary:
E_LUMO (eV): -0.34
Frontier orbital gap (eV): 9.53

CARTESIAN COORDINATES (ANGSTROEM)
H: 2.531 1.688 -0.041
N: 1.530 1.618 -0.071
C: 1.285 0.339 -0.107
C: 2.404 -0.626 0.037
N: 3.329 -1.290 0.083
C: -0.129 -0.007 -0.130
C: -0.681 -1.300 -0.149
N: -2.007 -1.253 -0.023
N: -2.339 0.039 0.033
C: -1.203 0.827 0.014
H: -0.178 -2.244 -0.176
H: -3.223 0.317 0.409
H: -1.319 1.891 0.121

Mulliken population analysis, charges in e, atoms 1 to 2: 0.2468, -0.5717

=====

Which structure wins on stability? run b wins.